A structure of composition C29H25FeO3, computed with ωB97M-V/def2-TZVPD.

Structure (XYZ):
```
58
Properties=species:S:1:pos:R:3:forces:R:3:lowdin_charge:R:1
O -2.16506 0.53213 -5.20765 -0.263 -0.046 0.712 0.12
C -2.91168 0.39218 -4.34235 1.488 -0.099 -3.242 -0.10
Fe -3.79510 0.42446 -2.68440 3.628 3.330 -0.036 0.12
C -4.19069 2.34745 -2.95793 -0.087 0.533 -1.203 -0.16
O -4.25117 3.48318 -2.76635 0.229 0.998 0.778 0.04
C -2.21858 1.29772 -1.95147 2.119 1.050 -0.014 -0.23
C -1.98300 -0.13231 -1.97932 2.911 -1.983 1.782 -0.31
C -1.73125 -0.95966 -0.64793 -2.666 0.288 -1.839 -0.21
C -4.57977 -1.37833 -2.99626 -1.798 -1.222 0.129 -0.19
C -5.38805 -0.33843 -3.58360 -2.464 -1.217 0.512 -0.22
C -5.80255 0.54783 -2.52797 -2.353 -1.665 0.458 -0.23
C -5.23115 0.07049 -1.29265 -1.827 -1.140 0.121 -0.16
C -4.49603 -1.12191 -1.58832 -1.708 -1.246 0.378 -0.20
H -1.64482 1.82118 -2.74060 -0.190 0.262 0.758 0.06
H -2.36043 1.88248 -1.03411 0.083 -0.201 -0.144 0.07
H -1.25840 -0.47134 -2.73489 -0.148 0.192 0.138 0.08
H -1.72283 -2.04529 -0.77440 0.038 -0.049 -0.485 0.11
H -2.65260 -0.78802 -0.01383 0.962 -0.062 -0.587 0.10
H -4.17325 -2.24414 -3.50956 0.057 0.295 0.115 0.11
H -5.69911 -0.28068 -4.62094 0.167 0.152 0.189 0.11
H -6.55325 1.32454 -2.61733 0.447 0.072 -0.029 0.10
H -5.39308 0.50059 -0.30583 0.195 -0.017 -0.350 0.11
H -4.02137 -1.77015 -0.86184 -0.080 0.242 -0.295 0.09
C 7.47914 2.20516 1.95319 -0.077 0.020 0.027 -0.12
C 6.35110 1.74829 2.63185 0.157 -0.104 0.132 -0.09
C 5.59640 0.67590 2.14038 0.101 0.271 0.065 -0.01
C 5.97169 0.10037 0.92877 -0.527 0.287 -0.546 -0.23
O 5.13111 -0.71293 0.18364 0.885 -0.172 -0.029 0.00
C 3.73912 -0.64823 0.18794 -0.286 -0.296 0.601 -0.26
C 3.06630 -0.22164 -0.96442 0.510 0.026 0.084 -0.01
C 1.67792 -0.24616 -0.99287 -0.805 -0.076 0.047 -0.02
C 0.90550 -0.73277 0.09363 0.226 -0.250 -0.433 -0.13
C -0.63585 -0.47979 0.19420 2.559 1.318 1.918 -0.23
C -1.04465 -0.73031 1.67774 -0.068 -0.046 0.191 -0.20
C -1.74388 -1.89999 2.09864 -0.142 0.245 -0.063 -0.04
C -2.43361 -1.93097 3.32339 0.729 0.428 -0.253 -0.09
C -2.28980 -0.85526 4.21179 -0.730 -0.375 0.033 -0.12
C -1.44364 0.19021 3.88280 0.358 0.408 0.247 -0.10
C -0.78913 0.23751 2.65423 -0.590 -0.635 -0.114 -0.05
C 1.63111 -1.22590 1.19333 -0.427 -0.103 0.148 -0.04
C 3.01745 -1.16688 1.27175 0.057 0.418 -0.982 -0.02
C 7.21104 0.42766 0.33765 -0.533 0.238 0.127 -0.01
C 7.91252 1.53423 0.81078 0.034 -0.565 0.134 -0.10
H 8.04667 3.06249 2.31142 -0.221 -0.160 0.002 0.09
H 6.04982 2.23534 3.56345 0.061 -0.188 -0.320 0.10
H 4.72524 0.31349 2.68983 0.183 0.308 -0.376 0.11
H 3.63117 0.14463 -1.83981 -0.283 -0.239 0.655 0.12
H 1.16118 0.14024 -1.88604 0.187 -0.192 0.519 0.12
H -0.61950 0.60273 -0.13079 -0.312 -0.465 1.429 0.15
H -1.76883 -2.82309 1.49348 -0.202 0.856 -0.053 0.12
H -3.08573 -2.77728 3.55409 0.353 0.224 0.030 0.10
H -2.87688 -0.83102 5.14237 0.400 -0.016 -0.442 0.10
H -1.29797 1.02170 4.57849 -0.024 -0.339 -0.110 0.10
H -0.05304 0.99796 2.45007 -0.186 0.444 -0.173 0.11
H 1.10605 -1.65675 2.05591 0.177 0.305 -0.466 0.11
H 3.51909 -1.50647 2.16509 0.135 -0.163 -0.044 0.11
H 7.56347 -0.14762 -0.51541 -0.252 0.254 -0.004 0.11
H 8.81264 1.86117 0.28900 -0.189 -0.133 0.175 0.10
```
Positions in Å, forces in eV/Å.

Results
E_tot in Ha: -2609.25618
Total charge: -1
HOMO-LUMO gap (alpha / beta) in hartree: 0.1028 / 0.2452
⟨S²⟩: 6.102
2S+1: 5